C5H12O3Si | the ωB97M-V functional and the def2-TZVPD basis

Structure (XYZ):
```
21
Properties=species:S:1:pos:R:3:lowdin_charge:R:1
O -0.630 -2.005 -1.579 -0.019
O -0.991 -0.675 0.714 -0.162
O 1.171 0.016 -0.778 -0.161
C -1.811 -0.390 -0.418 -0.188
C 0.229 0.221 -1.773 -0.233
C -1.003 -0.664 -1.646 -0.393
C 0.253 1.841 1.252 -0.113
C 1.812 -0.791 1.777 -0.099
Si 0.480 0.074 0.767 0.392
H 0.018 -2.054 -0.816 0.116
H -2.041 0.661 -0.361 0.111
H -2.778 -0.951 -0.386 0.147
H -0.193 1.209 -1.581 0.115
H 0.553 0.124 -2.778 0.121
H -1.606 -0.412 -2.590 0.180
H -0.423 1.704 2.062 0.026
H -0.260 2.638 0.689 0.057
H 1.182 2.204 1.580 0.017
H 1.279 -1.083 2.689 0.046
H 2.543 -0.076 1.974 0.010
H 2.216 -1.591 1.201 0.031
```

As for the gap between HOMO and LUMO: 0.389 Eh. Its SMILES is C[Si]1(C)OCC(O)CO1. The largest force on an atom is 3.09 eV Å⁻¹. The relative energy (zero: lowest compared OMol25 entry of this formula, charge and spin) comes out at 0.664 eV. The value obtained for the LUMO energy is 0.8 eV.

C4H9O2P | the ωB97M-V functional and the def2-TZVPD basis

Structure (XYZ):
```
16
Properties=species:S:1:pos:R:3:lowdin_charge:R:1
C -0.932 2.222 -0.768 -0.217
C 1.034 -0.393 1.400 -0.193
C -0.237 -1.317 1.379 -0.256
C 0.247 -0.222 -1.782 -0.180
O 0.649 0.774 0.761 -0.230
O -1.152 -0.838 0.459 -0.272
P -0.411 0.640 -0.370 0.706
H -1.337 2.875 -0.008 -0.029
H -1.694 2.156 -1.691 0.038
H 1.267 -0.227 2.430 0.114
H 1.859 -0.823 0.929 0.098
H -0.007 -2.239 1.028 0.076
H -0.681 -1.293 2.431 0.139
H 1.418 -0.241 -1.831 0.100
H 0.021 -1.288 -1.614 0.050
H -0.043 0.214 -2.753 0.056
```

As for the gap between HOMO and LUMO: 0.335 Eh. Its SMILES is C=P1(C)OCCO1. The largest force on an atom is 3.57 eV Å⁻¹. The relative energy (zero: lowest compared OMol25 entry of this formula, charge and spin) comes out at 3.027 eV. The value obtained for the LUMO energy is 0.8 eV.

C10H13O2 | the ωB97M-V functional and the def2-TZVPD basis

Structure (XYZ):
```
25
Properties=species:S:1:pos:R:3:lowdin_charge:R:1
C -0.121 -1.681 -1.937 -0.197
C 0.926 -2.827 -1.919 -0.109
C -1.547 -2.247 -1.671 -0.760
O -1.920 -2.243 -0.458 -0.116
O -2.206 -2.633 -2.642 -0.075
H 0.142 -1.009 -1.125 0.063
H -0.229 -1.119 -2.865 0.092
H 1.004 -3.139 -0.874 0.063
H 1.905 -2.348 -2.031 0.053
H 0.586 -3.621 -2.568 0.065
C -0.359 3.269 -0.049 -0.073
C -0.691 0.863 0.614 -0.051
C -0.031 2.071 0.762 -0.290
C -0.513 -0.245 1.469 -0.066
C 0.946 2.111 1.786 -0.082
C 0.416 -0.118 2.465 -0.109
C 1.130 1.075 2.681 -0.108
H -1.344 0.788 -0.251 0.115
H -0.930 -1.184 1.095 0.084
H -0.198 4.202 0.487 0.068
H -1.315 3.266 -0.568 0.073
H 1.462 3.051 1.962 0.095
H 0.755 -0.930 3.106 0.093
H 1.826 1.325 3.467 0.087
H 0.304 3.322 -0.937 0.084
```

As for the gap between HOMO and LUMO: 0.267 Eh. The largest force on an atom is 2.14 eV Å⁻¹. The relative energy (zero: lowest compared OMol25 entry of this formula, charge and spin) comes out at 0.594 eV. Its charge is -1. The value obtained for the LUMO energy is 3.2 eV.